# 1
ORCA calculation (wB97M-V/def2-TZVPD) on 2 unconnected molecules or ions with the total composition C3H13N2OS.

```
20
C3H13N2OS wB97M-V/def2-TZVPD
N 0.426 0.859 -1.127
C 0.707 0.129 0.208
C 1.153 1.259 1.173
S -0.088 1.981 2.295
C -0.542 -0.625 0.632
N -0.390 -2.069 0.335
H -0.266 0.310 -1.710
H -0.010 1.818 -1.084
H 1.315 0.816 -1.686
H 1.588 -0.521 0.134
H 2.006 0.878 1.729
H 1.493 2.099 0.548
H 0.503 1.903 3.488
H -1.487 -0.209 0.273
H -0.788 -0.535 1.708
H -0.990 -2.626 0.912
H 0.594 -2.262 0.279
H -2.268 -0.508 -2.580
H -1.546 -1.728 -3.056
O -1.411 -0.969 -2.472
```

As for the orbital gap (alpha / beta): 3.900 / 9.526 eV. The relative energy (zero: lowest compared OMol25 entry of this formula, charge and spin) comes out at 0.042 eV. The calculation puts the LUMO energy (alpha / beta) at 0.026 / 0.019 Eh. As for the charge: 0. As for the spin multiplicity: 2. The HOMO energy (alpha / beta) is -3.20 / -9.01 eV. The energy is -19180.6956 eV.

---

# 2
ORCA calculation (wB97M-V/def2-TZVPD) on a molecular structure, C7H6As2Cl3CuF20O4.

```
43
C7H6As2Cl3CuF20O4 wB97M-V/def2-TZVPD
Cu 1.841 -0.318 -1.714
As 1.714 0.179 2.014
F 2.966 1.373 2.655
F 1.189 -0.137 3.681
F 0.510 -1.019 1.405
F 2.259 0.426 0.325
F 2.922 -1.149 2.137
F 0.500 1.512 1.879
As 1.845 -3.645 -0.913
F 2.492 -2.081 -0.295
F 0.941 -2.677 -2.117
F 1.074 -5.124 -1.524
F 2.794 -4.507 0.341
F 0.490 -3.514 0.253
F 3.102 -3.763 -2.173
O 3.334 0.078 -3.946
C 4.239 0.527 -3.089
O 4.020 0.505 -1.878
O 5.228 1.156 -3.417
H 3.775 0.083 -4.799
C -3.100 0.412 1.368
C -3.405 -0.470 2.597
C -3.611 0.282 3.934
F -2.491 0.786 4.458
F -4.524 1.247 3.963
F -4.509 -1.139 2.361
F -2.484 -1.421 2.768
O -2.550 -0.324 0.220
C -2.885 0.298 -1.008
C -1.909 -0.301 -2.068
F -2.349 0.089 -3.266
F -0.544 -0.191 -1.945
F -4.133 0.040 -1.199
F -2.649 1.561 -0.980
H -2.415 1.202 1.676
H -4.044 0.917 1.159
H -3.959 -0.411 4.700
H -2.061 -1.381 -2.062
C 1.192 4.255 -1.166
Cl 0.932 2.476 -1.348
Cl 2.805 4.682 -1.793
Cl 1.006 4.704 0.573
H 0.454 4.782 -1.770
```

As for the orbital gap: 6.563 eV. The relative energy (zero: lowest compared OMol25 entry of this formula, charge and spin) comes out at 1.577 eV. The calculation puts the LUMO energy at 0.149 Eh. As for the charge: -2. The HOMO energy is -2.52 eV. The energy is -273788.6453 eV.

---

# 3
ORCA calculation (wB97M-V/def2-TZVPD) on a molecular structure, CHLuO2.

```
5
CHLuO2 wB97M-V/def2-TZVPD
H -0.802 -1.318 0.291
O 0.035 -0.809 -0.176
C -0.873 0.262 -0.255
O -0.273 1.306 0.091
Lu 1.913 0.558 0.049
```

As for the orbital gap (alpha / beta): 5.936 / 5.935 eV. The relative energy (zero: lowest compared OMol25 entry of this formula, charge and spin) comes out at 3.057 eV. The calculation puts the LUMO energy (alpha / beta) at -0.478 / -0.478 Eh. As for the charge: +2. The HOMO energy (alpha / beta) is -18.93 / -18.93 eV. The energy is -38744.6244 eV.

---

# 4
ORCA calculation (wB97M-V/def2-TZVPD) on 2 unconnected molecules or ions with the total composition C4H9NO2.

```
16
C4H9NO2 wB97M-V/def2-TZVPD
C 1.496 -1.445 -0.145
C 0.255 -1.865 -0.898
C -0.828 -1.111 -1.103
N -1.933 -1.499 -1.934
H 1.623 -0.348 -0.109
H 1.564 -1.831 0.897
H 2.396 -1.857 -0.716
H 0.263 -2.918 -1.258
H -0.932 -0.095 -0.617
H -2.790 -0.996 -1.717
H -2.133 -2.493 -1.968
O -0.803 1.911 1.732
C 0.401 1.899 1.677
O 1.131 2.206 0.608
H 1.061 1.581 2.547
H 1.913 1.649 0.583
```

As for the orbital gap: 8.799 eV. The relative energy (zero: lowest compared OMol25 entry of this formula, charge and spin) comes out at 2.039 eV. The calculation puts the LUMO energy at 0.024 Eh. As for the charge: 0. As for the SMILES: C/C=C/N.O=CO. The HOMO energy is -8.15 eV. The energy is -9878.0217 eV.

---

# 5
ORCA calculation (wB97M-V/def2-TZVPD) on C5H6N2O2 in the gas phase.

```
15
C5H6N2O2 wB97M-V/def2-TZVPD
O 1.573 -2.091 -0.176
C 0.786 -1.187 -0.023
C -0.602 -0.985 0.421
N -1.940 -1.265 -0.140
C -1.310 -0.041 -0.519
C -0.938 1.337 -0.073
C 0.430 1.359 0.094
N 1.177 0.204 -0.081
O 2.527 0.421 -0.118
H -0.571 -0.572 1.420
H -2.531 -1.097 0.642
H -1.087 -0.175 -1.581
H -1.498 2.270 -0.014
H 1.035 2.272 0.221
H 2.950 -0.452 -0.075
```

As for the orbital gap: 9.367 eV. The relative energy (zero: lowest compared OMol25 entry of this formula, charge and spin) comes out at 5.055 eV. The calculation puts the LUMO energy at 0.031 Eh. As for the charge: 0. As for the SMILES: O=C1[C@@H]2N[C@H]2C=CN1O. The HOMO energy is -8.52 eV. The energy is -12352.5660 eV.

---

# 6
ORCA calculation (wB97M-V/def2-TZVPD) on C5H8N2O2S in the gas phase.

```
18
C5H8N2O2S wB97M-V/def2-TZVPD
C 0.421 0.568 -0.199
C 0.580 -1.236 1.410
C 0.150 -1.691 0.076
C -0.295 -0.354 0.628
C -1.773 0.055 0.855
N 1.647 0.795 -0.273
N -0.448 1.730 -1.135
O 2.541 0.990 -2.623
O 0.639 2.498 -1.692
S 2.172 1.861 -1.498
H 0.183 -1.616 2.302
H 1.513 -0.876 1.533
H 0.868 -1.759 -0.697
H -0.603 -2.466 0.221
H -2.192 0.809 0.189
H -1.890 0.250 1.849
H -2.544 -0.738 0.814
H -0.968 1.180 -1.760
```

As for the orbital gap: 10.614 eV. The relative energy (zero: lowest compared OMol25 entry of this formula, charge and spin) comes out at 5.656 eV. The calculation puts the LUMO energy at 0.027 Eh. As for the charge: 0. The HOMO energy is -9.87 eV. The energy is -23220.4424 eV.

---

# 7
ORCA calculation (wB97M-V/def2-TZVPD) on C23H19F4NO3 in the gas phase.

```
50
C23H19F4NO3 wB97M-V/def2-TZVPD
O -0.320 -3.050 6.859
C 0.198 -2.157 6.173
O 1.089 -1.237 6.685
C -0.096 -2.063 4.722
C 0.592 -1.160 3.842
C 0.210 -1.475 2.572
C 0.722 -0.885 1.299
C 2.112 -0.831 1.135
C 2.702 -0.363 -0.054
C 1.926 0.242 -1.033
C 2.513 0.869 -2.222
C 3.255 -0.010 -3.036
C 3.773 0.421 -4.285
C 3.624 1.735 -4.668
F 4.042 2.182 -5.840
C 2.896 2.627 -3.858
C 2.269 2.201 -2.630
C 1.360 3.164 -1.888
F 1.433 3.052 -0.543
F 1.695 4.466 -2.169
F 0.055 2.936 -2.266
C 0.541 0.195 -0.865
C -0.086 -0.356 0.276
C -1.643 -0.467 0.338
C -2.310 0.922 0.225
C -3.828 0.779 0.328
C -4.407 -0.098 -0.784
C -3.729 -1.481 -0.820
C -2.208 -1.381 -0.810
O -0.706 -2.503 2.667
N -0.902 -2.816 4.022
H 1.019 -1.323 7.650
H 1.277 -0.375 4.129
H 2.764 -1.248 1.865
H 3.773 -0.451 -0.192
H 3.370 -1.048 -2.686
H 4.326 -0.254 -4.946
H 2.796 3.647 -4.227
H -0.159 0.617 -1.568
H -1.989 -0.898 1.280
H -2.025 1.349 -0.748
H -1.945 1.569 1.040
H -4.288 1.755 0.272
H -4.113 0.376 1.303
H -5.487 -0.173 -0.616
H -4.287 0.399 -1.770
H -4.068 -1.992 -1.715
H -4.062 -2.049 0.037
H -1.891 -0.991 -1.782
H -1.783 -2.371 -0.695
```

As for the orbital gap: 9.099 eV. The relative energy (zero: lowest compared OMol25 entry of this formula, charge and spin) comes out at 0.000 eV. The calculation puts the LUMO energy at -0.001 Eh. As for the charge: 0. As for the SMILES: O=C(O)c1cc(-c2ccc(-c3ccc(F)cc3C(F)(F)F)cc2C2CCCCC2)on1. The HOMO energy is -9.13 eV. The energy is -42661.4573 eV.

---

# 8
ORCA calculation (wB97M-V/def2-TZVPD) on 5 unconnected molecules or ions with the total composition C5H20N10O5.

```
40
C5H20N10O5 wB97M-V/def2-TZVPD
C -0.029 0.616 0.163
O -0.203 1.660 -0.285
N 0.545 -0.326 -0.470
N -0.235 0.395 1.399
H 0.679 -0.210 -1.465
H 0.572 -1.302 -0.212
H 0.106 -0.485 1.759
H -0.703 1.036 2.023
C -0.436 -1.671 -5.011
O 0.326 -2.267 -5.689
N -1.571 -2.147 -4.500
N -0.108 -0.505 -4.417
H -1.941 -3.080 -4.619
H -2.152 -1.579 -3.900
H 0.749 0.000 -4.595
H -0.610 -0.133 -3.623
C -2.214 3.858 2.774
O -2.452 3.737 3.993
N -2.811 3.208 1.803
N -1.265 4.681 2.308
H -2.370 3.383 0.912
H -3.290 2.376 2.117
H -0.766 5.272 2.957
H -1.147 4.784 1.310
C -1.584 -2.526 2.015
O -0.614 -2.169 2.595
N -2.694 -1.859 1.805
N -1.679 -3.743 1.500
H -3.530 -2.324 1.479
H -2.671 -0.940 2.224
H -2.491 -3.998 0.957
H -0.933 -4.407 1.650
C 4.582 0.380 -0.301
O 4.296 1.235 -1.111
N 3.745 -0.470 0.155
N 5.654 0.439 0.452
H 2.791 -0.660 -0.117
H 4.125 -1.076 0.868
H 6.085 -0.441 0.697
H 6.246 1.256 0.400
```

As for the orbital gap (alpha / beta): 8.019 / 2.153 eV. The relative energy (zero: lowest compared OMol25 entry of this formula, charge and spin) comes out at 1.656 eV. The calculation puts the LUMO energy (alpha / beta) at -0.128 / -0.344 Eh. As for the charge: +1. As for the spin multiplicity: 2. The HOMO energy (alpha / beta) is -11.50 / -11.50 eV. The energy is -30640.8331 eV.